The following is a quantum chemistry calculation of a molecular structure, C28H27Ge2N3OPb, from OMol25.

Properties
E_LUMO (spin up / spin down): -0.34346 / -0.42868 Eh
E_tot: -154247.2366 eV
gap between HOMO and LUMO (spin up / spin down): 7.76 / 5.66 eV
energy relative to the best compared isomer or geometry (same formula, charge and spin): 0.0 kJ/mol

```
! wB97M-V def2-TZVPD RIJCOSX def2/J DEFGRID3
* xyz 3 2
Pb 0.59 1.46 2.42
C 4.14 0.97 -0.44
C 3.16 0.78 0.54
N 2.16 1.63 0.71
C 2.06 2.73 -0.08
C 3.00 3.00 -1.08
C 4.06 2.08 -1.25
C 2.87 4.18 -1.88
C 1.86 5.05 -1.67
C 0.89 4.81 -0.64
C -0.16 5.70 -0.37
C -1.05 5.43 0.65
C -0.88 4.26 1.39
N 0.10 3.39 1.15
C 0.99 3.66 0.15
H 4.95 0.26 -0.53
H 3.20 -0.08 1.20
H 4.81 2.26 -2.01
H 3.61 4.37 -2.65
H 1.77 5.95 -2.27
H -0.26 6.61 -0.96
H -1.86 6.10 0.89
H -1.56 4.03 2.20
O -2.62 1.83 -0.14
C -1.85 1.10 0.30
N -1.01 0.35 0.79
C -2.41 -1.01 -2.79
Ge -0.67 -1.72 -2.32
C 0.84 -0.51 -2.42
C -0.32 -3.58 -2.67
Ge -0.96 -1.57 0.44
C 0.67 -2.02 1.37
C 1.78 -2.57 0.74
C 2.91 -2.90 1.48
C 2.93 -2.68 2.85
C 1.82 -2.15 3.49
C 0.68 -1.82 2.76
C -2.71 -2.23 0.80
C -3.10 -3.47 0.28
C -4.32 -4.01 0.62
C -5.16 -3.31 1.49
C -4.79 -2.08 2.00
C -3.57 -1.52 1.65
H -2.54 -1.17 -3.87
H -2.47 0.05 -2.58
H -3.20 -1.55 -2.27
H 1.02 -0.31 -3.48
H 1.74 -0.95 -1.99
H 0.62 0.44 -1.92
H -0.27 -3.68 -3.76
H -1.12 -4.24 -2.32
H 0.63 -3.91 -2.26
H 1.77 -2.76 -0.33
H 3.76 -3.35 0.99
H 3.81 -2.95 3.42
H 1.82 -2.02 4.57
H -0.21 -1.50 3.28
H -2.44 -4.02 -0.38
H -4.62 -4.97 0.23
H -6.12 -3.74 1.75
H -5.45 -1.55 2.68
H -3.30 -0.55 2.06
*
```

The following is a quantum chemistry calculation of C4H6O in the gas phase at a distorted geometry, from OMol25.

Properties
E_LUMO: 0.04209 Eh
SMILES: C=C[C@H]1CO1
E_tot: -6288.2014 eV
gap between HOMO and LUMO: 10.95 eV
energy relative to the best compared isomer or geometry (same formula, charge and spin): 358.6 kJ/mol

```
! wB97M-V def2-TZVPD RIJCOSX def2/J DEFGRID3
* xyz 0 1
C -1.71 -0.48 0.14
C -1.03 0.59 0.04
C 0.50 0.71 -0.06
C 1.40 -0.16 0.55
H -1.36 -1.43 -0.11
H -2.82 -0.70 0.24
H -1.60 1.70 0.24
H 0.91 1.51 -0.73
H 1.13 -0.66 1.31
H 2.59 -0.31 0.61
O 0.77 -0.51 -0.70
*
```

The following is a quantum chemistry calculation of 7 unconnected molecules or ions with the total composition C26H34Br2N6 at a distorted geometry, from OMol25.

Properties
E_LUMO: 0.01551 Eh
SMILES: c1cc[nH]c1.c1cc[nH]c1.c1cc[nH]c1.c1cc[nH]c1.c1cc[nH]c1.c1cc[nH]c1.BrCCBr
E_tot: -176535.9290 eV
gap between HOMO and LUMO: 8.56 eV
energy relative to the best compared isomer or geometry (same formula, charge and spin): 82.5 kJ/mol

```
! wB97M-V def2-TZVPD RIJCOSX def2/J DEFGRID3
* xyz 0 1
N 1.40 1.51 1.04
C 2.27 1.19 2.06
C 3.49 1.38 1.58
C 3.43 1.73 0.22
C 2.14 1.83 -0.11
H 0.41 1.65 1.22
H 1.92 1.06 3.03
H 4.32 1.47 2.16
H 4.28 1.94 -0.40
H 1.73 2.25 -1.07
N 1.45 -2.60 2.79
C 1.12 -3.87 2.54
C 0.25 -4.27 3.54
C 0.10 -3.16 4.47
C 0.88 -2.14 3.91
H 2.26 -2.20 2.41
H 1.48 -4.52 1.75
H -0.29 -5.24 3.51
H -0.52 -3.15 5.39
H 1.15 -1.23 4.36
N -1.96 3.96 -0.12
C -3.04 3.37 -0.70
C -2.63 2.55 -1.80
C -1.25 2.65 -1.84
C -0.81 3.47 -0.85
H -2.08 4.73 0.52
H -4.05 3.64 -0.42
H -3.38 1.92 -2.31
H -0.53 2.20 -2.52
H 0.13 3.88 -0.55
N -2.62 1.23 1.42
C -1.81 1.62 2.51
C -1.05 0.57 2.90
C -1.40 -0.56 2.06
C -2.38 -0.11 1.19
H -3.37 1.84 1.13
H -1.98 2.55 2.90
H -0.40 0.58 3.75
H -0.84 -1.53 2.04
H -2.99 -0.59 0.44
N 3.14 1.35 -5.56
C 3.96 1.89 -4.61
C 5.06 2.36 -5.16
C 4.96 2.05 -6.55
C 3.75 1.48 -6.78
H 2.36 0.80 -5.37
H 3.60 1.81 -3.60
H 5.95 2.81 -4.75
H 5.65 2.45 -7.28
H 3.43 1.04 -7.70
N -3.07 -3.39 2.05
C -3.29 -3.51 0.69
C -4.59 -3.14 0.42
C -5.16 -2.63 1.64
C -4.21 -2.83 2.59
H -2.12 -3.36 2.37
H -2.43 -3.83 0.13
H -5.12 -3.35 -0.51
H -6.17 -2.21 1.84
H -4.27 -2.66 3.64
Br 0.13 -0.71 -3.62
C -0.10 -0.58 -1.67
C 0.96 -1.37 -0.99
Br 0.93 -3.31 -1.52
H -1.13 -0.89 -1.49
H 0.04 0.38 -1.14
H 0.97 -1.20 0.10
H 1.96 -1.01 -1.31
*
```

The following is a quantum chemistry calculation of C2H4N2O in the gas phase, from OMol25.

Properties
E_LUMO: 0.02796 Eh
SMILES: [H]/N=C/NC=O
E_tot: -7166.0646 eV
gap between HOMO and LUMO: 10.65 eV
energy relative to the best compared isomer or geometry (same formula, charge and spin): 40.0 kJ/mol

```
! wB97M-V def2-TZVPD RIJCOSX def2/J DEFGRID3
* xyz 0 1
N 0.05 -1.32 0.87
C 0.60 -0.17 0.89
N -0.11 0.89 0.34
C -0.83 0.51 -0.79
O -1.40 1.22 -1.58
H 0.73 -2.04 1.07
H 1.63 0.07 1.17
H 0.16 1.86 0.46
H -0.77 -0.57 -0.90
*
```

The following is a quantum chemistry calculation of 2 unconnected molecules or ions with the total composition C20H12N5O7S at a distorted geometry, from OMol25.

Properties
E_LUMO: -0.00586 Eh
E_tot: -53544.5515 eV
gap between HOMO and LUMO: 3.37 eV
energy relative to the best compared isomer or geometry (same formula, charge and spin): 12.4 kJ/mol

```
! wB97M-V def2-TZVPD RIJCOSX def2/J DEFGRID3
* xyz -1 1
C 4.46 -3.33 1.38
C 4.40 -2.23 2.23
C 3.19 -1.74 2.63
C 1.99 -2.33 2.20
C 0.74 -1.80 2.61
C 0.60 -0.77 3.42
N 0.50 0.17 4.15
S -0.79 -2.54 2.05
C -2.13 -1.62 2.80
C -2.63 -1.99 4.02
C -3.67 -1.28 4.59
C -4.20 -0.19 3.93
C -3.70 0.18 2.70
C -2.67 -0.54 2.13
O -0.82 -2.27 0.56
O -0.83 -3.94 2.62
C 2.07 -3.44 1.34
C 3.30 -3.93 0.94
H 5.42 -3.72 1.07
H 5.31 -1.77 2.57
H 3.13 -0.89 3.29
H -2.22 -2.86 4.51
H -4.06 -1.57 5.55
H -5.00 0.38 4.39
H -4.12 1.03 2.18
H -2.27 -0.28 1.17
H 1.16 -3.90 1.00
H 3.35 -4.78 0.29
O 5.70 3.42 -1.76
N 4.63 3.77 -1.26
O 4.45 4.90 -0.81
C 3.55 2.81 -1.18
C 2.35 3.17 -0.63
C 1.28 2.25 -0.53
N 0.02 2.68 0.07
O -0.29 3.87 -0.04
O -0.68 1.85 0.64
C 1.41 0.96 -0.97
C 2.63 0.57 -1.54
N 3.04 -0.59 -2.06
O 4.29 -0.41 -2.45
N 4.70 0.83 -2.22
C 3.69 1.48 -1.65
H 2.21 4.18 -0.28
H 0.59 0.26 -0.87
*
```

The following is a quantum chemistry calculation of 9 unconnected molecules or ions with the total composition C23H28Cl4F6O21 at a distorted geometry, from OMol25.

Properties
E_LUMO: -0.00245 Eh
SMILES: O=C1OC[C@@H](F)O1.O=C1OC[C@@H](F)O1.O=C1OC[C@@H](F)O1.O=C1OC[C@@H](F)O1.O=C1OC[C@@H](F)O1.O=C1OC[C@@H](F)O1.COC(=O)OC.ClCCl.ClCCl
E_tot: -133698.7468 eV
gap between HOMO and LUMO: 10.25 eV

```
! wB97M-V def2-TZVPD RIJCOSX def2/J DEFGRID3
* xyz 0 1
C -2.38 0.16 -1.07
O -1.24 -0.38 -0.40
C -0.23 0.46 -0.18
O -0.19 1.59 -0.56
O 0.69 -0.23 0.50
C 2.04 0.27 0.62
H -2.90 -0.63 -1.60
H -2.11 0.91 -1.81
H -2.99 0.64 -0.31
H 2.57 0.23 -0.33
H 2.48 -0.42 1.32
H 2.01 1.29 1.00
C -0.32 0.60 -5.50
C 0.02 -0.41 -4.41
O -1.25 -0.79 -3.93
C -2.22 0.04 -4.38
O -3.34 0.04 -4.00
O -1.69 0.95 -5.23
F 0.73 0.16 -3.39
H -0.26 0.14 -6.49
H 0.24 1.53 -5.48
H 0.55 -1.31 -4.73
C 2.82 -2.38 4.26
C 2.93 -1.80 5.66
O 2.72 -0.44 5.40
C 3.13 -0.17 4.13
O 3.27 0.91 3.68
O 3.45 -1.34 3.50
F 4.19 -1.97 6.18
H 1.75 -2.44 4.04
H 3.27 -3.34 4.04
H 2.23 -2.19 6.39
C 4.91 2.32 1.21
C 5.78 2.43 -0.02
O 5.16 3.43 -0.79
C 3.98 3.77 -0.23
O 3.26 4.64 -0.60
O 3.70 2.97 0.83
F 5.79 1.28 -0.76
H 5.30 2.87 2.06
H 4.79 1.28 1.52
H 6.82 2.70 0.17
C -1.63 -2.97 1.38
C -0.16 -3.38 1.52
O 0.37 -2.48 2.43
C -0.59 -1.56 2.82
O -0.34 -0.62 3.49
O -1.78 -1.94 2.36
F 0.49 -3.28 0.32
H -2.33 -3.77 1.57
H -1.76 -2.51 0.40
H -0.06 -4.40 1.88
C 0.02 4.46 -2.39
C -1.26 3.67 -2.64
O -2.00 4.54 -3.45
C -1.60 5.81 -3.18
O -2.17 6.79 -3.54
O -0.44 5.81 -2.50
F -1.93 3.48 -1.47
H 0.79 4.27 -3.14
H 0.36 4.28 -1.38
H -1.05 2.72 -3.13
C -5.20 -3.51 -0.12
C -6.34 -3.49 -1.12
O -6.48 -2.16 -1.49
C -5.70 -1.36 -0.69
O -5.62 -0.19 -0.79
O -5.03 -2.12 0.20
F -7.50 -3.91 -0.50
H -4.28 -3.94 -0.50
H -5.53 -3.99 0.80
H -6.23 -4.12 -2.01
C -2.39 1.96 2.21
Cl -3.80 0.92 2.30
Cl -2.56 3.43 3.16
H -1.54 1.38 2.57
H -2.16 2.24 1.18
C 3.67 -3.42 0.73
Cl 3.51 -2.67 -0.86
Cl 3.07 -5.08 0.75
H 4.69 -3.34 1.11
H 3.01 -2.86 1.39
*
```

The following is a quantum chemistry calculation of a molecular structure, C5H12N3OS at a distorted geometry, from OMol25.

Properties
E_LUMO: -0.17652 Eh
E_tot: -22723.1675 eV
gap between HOMO and LUMO: 8.25 eV
energy relative to the best compared isomer or geometry (same formula, charge and spin): 166.5 kJ/mol

```
! wB97M-V def2-TZVPD RIJCOSX def2/J DEFGRID3
* xyz 1 1
C -0.51 -1.78 -1.42
C -2.01 -0.19 -0.82
C 1.11 2.32 1.04
C 1.24 -0.10 1.93
C 0.52 0.98 1.12
N -1.81 -1.56 -1.33
N -0.94 0.80 -1.15
N 0.01 -2.95 -1.93
O 0.51 -0.99 -0.81
S 0.65 0.65 -0.64
H -2.89 0.25 -1.23
H -1.93 -0.28 0.34
H 0.38 2.95 0.41
H 1.04 2.78 2.06
H 2.17 2.44 0.60
H 1.24 0.19 2.97
H 2.19 -0.48 1.46
H 0.49 -0.91 1.97
H -0.60 1.04 1.31
H -1.18 1.53 -1.89
H -0.65 -3.53 -2.36
H 0.98 -3.12 -1.62
*
```

The following is a quantum chemistry calculation of 2 unconnected molecules or ions with the total composition C5H14NO2 at a distorted geometry, from OMol25.

Properties
E_LUMO: -0.11023 Eh
E_tot: -10985.8873 eV
gap between HOMO and LUMO: 8.75 eV
energy relative to the best compared isomer or geometry (same formula, charge and spin): 570.9 kJ/mol

```
! wB97M-V def2-TZVPD RIJCOSX def2/J DEFGRID3
* xyz 1 1
C 4.33 0.41 0.27
C -2.82 -0.91 0.30
C -2.32 1.49 0.01
C 2.89 0.20 0.21
C -0.67 -0.14 -0.76
N -1.80 0.06 0.23
O 2.39 -0.86 0.35
O -0.09 -1.40 -0.28
H 4.46 1.08 1.11
H 5.02 -0.36 0.36
H 4.60 1.03 -0.68
H -2.48 -1.99 0.59
H -3.53 -0.73 1.06
H -3.40 -1.07 -0.66
H -1.60 2.11 0.57
H -2.38 1.65 -1.07
H -3.33 1.64 0.48
H 2.33 1.10 -0.34
H -1.01 -0.22 -1.88
H -1.40 0.14 1.26
H 0.83 -1.19 -0.02
H -0.02 -2.02 -1.10
*
```

The following is a quantum chemistry calculation of a gas-phase ion, C2H7N2O (charge +1) at a distorted geometry, from OMol25.

Properties
E_LUMO: -0.15659 Eh
SMILES: CN(O)C=[NH2+]
E_tot: -7205.9522 eV
gap between HOMO and LUMO: 10.12 eV
energy relative to the best compared isomer or geometry (same formula, charge and spin): 308.0 kJ/mol

```
! wB97M-V def2-TZVPD RIJCOSX def2/J DEFGRID3
* xyz 1 1
C -0.79 0.27 0.80
C 0.81 -0.27 -0.94
N 0.00 0.62 -0.28
N -0.76 -1.00 1.21
O 0.09 1.94 -0.50
H -1.32 1.10 1.39
H 0.11 -1.13 -1.39
H 1.37 0.22 -1.81
H 1.41 -0.81 -0.13
H -1.13 -1.31 2.12
H -0.62 -1.77 0.57
H 0.82 2.13 -1.03
*
```

The following is a quantum chemistry calculation of a gas-phase ion, C5H12NO (charge +1) at a distorted geometry, from OMol25.

Properties
E_LUMO: -0.12176 Eh
SMILES: C/C=C/[C@@](C)([NH3+])O
E_tot: -8908.1196 eV
gap between HOMO and LUMO: 10.93 eV
energy relative to the best compared isomer or geometry (same formula, charge and spin): 242.1 kJ/mol

```
! wB97M-V def2-TZVPD RIJCOSX def2/J DEFGRID3
* xyz 1 1
C -1.42 -0.06 -0.32
C -0.57 0.71 0.34
C -2.96 0.28 -0.32
C 1.44 -1.07 0.89
C 1.23 0.31 0.33
N 1.61 0.37 -1.06
O 1.94 1.24 0.96
H -1.16 -0.94 -0.76
H -0.60 1.66 0.82
H -3.08 0.70 -1.33
H -3.35 0.90 0.47
H -3.56 -0.57 -0.19
H 2.17 -1.48 0.18
H 1.94 -1.04 1.84
H 0.53 -1.68 0.90
H 2.27 -0.30 -1.41
H 2.19 1.27 -1.24
H 0.70 0.47 -1.48
H 1.64 1.66 1.80
*
```

The following is a quantum chemistry calculation of a molecular structure, C24H42CeNP3S at a distorted geometry, from OMol25.

Properties
E_LUMO (spin up / spin down): -0.34664 / -0.34509 Eh
E_tot: -78660.9931 eV
gap between HOMO and LUMO (spin up / spin down): 5.24 / 5.30 eV
energy relative to the best compared isomer or geometry (same formula, charge and spin): 309.6 kJ/mol

```
! wB97M-V def2-TZVPD RIJCOSX def2/J DEFGRID3
* xyz 3 2
Ce -1.59 -0.22 -0.61
P 0.88 0.56 1.92
P 1.61 0.34 -1.59
P 1.58 -3.42 0.55
H -5.05 -2.93 1.53
C -3.97 -3.09 1.56
C -3.14 -2.55 2.57
H -3.47 -1.60 2.99
C 0.27 2.18 2.52
C 2.63 1.04 1.63
C 1.09 -0.28 3.56
C 1.05 -0.18 -3.28
C 1.72 2.16 -1.87
C 3.41 -0.02 -1.77
C 1.16 -4.87 1.55
C 3.13 -2.60 0.92
C 1.31 -3.71 -1.20
H -3.70 -4.05 1.14
H -2.63 -3.20 3.29
H -0.82 2.13 2.65
H 0.51 2.96 1.80
H 0.73 2.42 3.48
H 2.70 1.71 0.76
H 3.28 0.17 1.47
H 3.01 1.58 2.51
H 0.14 -0.74 3.86
H 1.36 0.48 4.31
H 1.88 -1.04 3.54
H 1.91 -0.10 -3.96
H 0.24 0.47 -3.64
H 0.71 -1.23 -3.26
H 2.59 2.40 -2.49
H 1.83 2.69 -0.91
H 0.81 2.53 -2.37
H 3.80 0.52 -2.64
H 3.60 -1.09 -1.93
H 3.97 0.30 -0.89
H 1.75 -5.75 1.25
H 0.11 -5.12 1.33
H 1.29 -4.67 2.63
H 3.95 -3.31 1.02
H 2.98 -2.09 1.88
H 3.31 -1.88 0.11
H 1.55 -4.76 -1.43
H 1.97 -3.07 -1.81
H 0.25 -3.46 -1.45
C -2.69 -2.27 0.00
C -2.32 -2.82 -1.27
C -3.29 -2.72 -2.30
C -4.37 -1.84 -2.15
C -4.44 -0.92 -1.09
C -3.65 -1.15 0.06
S -1.47 -2.21 1.29
H 0.57 -2.52 0.97
H -1.56 -3.61 -1.32
H -3.16 -3.37 -3.18
H -5.23 -1.86 -2.82
H -5.15 -0.09 -1.09
H -3.90 -0.68 1.03
N -1.79 2.08 -0.21
C -1.41 3.20 -0.27
C -0.81 4.47 -0.50
C -0.53 4.86 -1.82
C 0.06 6.10 -2.10
C 0.34 6.97 -1.03
C 0.04 6.61 0.30
C -0.53 5.36 0.55
H -0.83 4.18 -2.62
H 0.28 6.37 -3.14
H 0.78 7.94 -1.24
H 0.24 7.29 1.14
H -0.83 5.06 1.55
*
```

The following is a quantum chemistry calculation of C5H6 in the gas phase at a distorted geometry, from OMol25.

Properties
E_LUMO: 0.04641 Eh
SMILES: C1C23CC12C3
E_tot: -5277.7485 eV
gap between HOMO and LUMO: 11.01 eV
energy relative to the best compared isomer or geometry (same formula, charge and spin): 332.9 kJ/mol

```
! wB97M-V def2-TZVPD RIJCOSX def2/J DEFGRID3
* xyz 0 1
C 0.45 0.52 -1.14
C -1.26 -0.33 -0.01
C 0.74 -0.09 1.01
C 0.18 -0.76 -0.29
C -0.19 0.73 0.18
H 1.51 0.56 -1.14
H -0.20 0.77 -1.99
H -2.03 -0.25 -0.66
H -1.43 -0.67 0.97
H 0.54 -0.74 1.89
H 1.70 0.27 1.18
*
```

The following is a quantum chemistry calculation of a molecular structure, C19H22GaN4O6, from OMol25.

Properties
E_LUMO: 0.05390 Eh
E_tot: -90673.0095 eV
gap between HOMO and LUMO: 5.51 eV

```
! wB97M-V def2-TZVPD RIJCOSX def2/J DEFGRID3
* xyz -1 1
N -1.86 -1.70 0.40
C -1.07 -0.55 -0.13
Ga 0.72 -0.17 0.76
H -1.45 -2.59 0.15
H -1.91 -1.66 1.42
H -1.70 0.34 -0.02
H -0.98 -0.71 -1.21
H 1.30 1.23 0.17
H 1.79 -1.34 0.43
H 0.51 -0.03 2.37
C 5.28 4.06 -1.35
C 6.23 3.42 -2.13
C 6.13 2.06 -2.37
C 5.06 1.37 -1.81
C 4.11 1.98 -1.02
C 4.23 3.35 -0.80
N 4.92 -0.07 -2.11
O 5.83 -0.62 -2.71
O 3.89 -0.61 -1.76
H 5.36 5.13 -1.18
H 7.05 3.97 -2.56
H 6.85 1.53 -2.98
H 3.29 1.42 -0.58
H 3.49 3.84 -0.18
C -1.10 -2.42 -3.69
C 0.19 -2.18 -3.23
C 0.67 -0.89 -3.15
C -0.16 0.15 -3.54
C -1.44 -0.06 -4.00
C -1.91 -1.36 -4.07
N 0.35 1.53 -3.42
O 1.50 1.64 -3.06
O -0.41 2.45 -3.66
H -1.48 -3.43 -3.74
H 0.81 -3.00 -2.91
H 1.66 -0.68 -2.77
H -2.06 0.78 -4.28
H -2.92 -1.54 -4.42
C -3.44 -0.32 3.43
C -4.66 -0.97 3.27
C -5.32 -1.50 4.36
C -4.74 -1.37 5.61
C -3.53 -0.73 5.80
C -2.88 -0.21 4.70
N -5.44 -1.92 6.78
O -6.50 -2.50 6.59
O -4.93 -1.77 7.88
H -2.93 0.10 2.58
H -5.09 -1.07 2.28
H -6.26 -2.01 4.26
H -3.10 -0.66 6.79
H -1.92 0.29 4.81
*
```